Density functional theory data (ωB97M-V/def2-TZVPD) for an isolated molecule of C5H5NS2.

Lowest unoccupied orbital energy (eV): -1.9326
SMILES: S=C1C=C(CS)C=N1
Energy above the lowest of the compared OMol25 structures with the same formula, charge and spin (kJ/mol): 205.0
HOMO (hartree): -0.3390

CARTESIAN COORDINATES (ANGSTROEM)
C 0.96285 -0.80604 -1.17403
C 0.22058 -0.18793 0.02284
C 0.63385 0.39196 1.11530
C -0.49880 0.97215 1.83222
C -1.22363 -0.04778 0.11762
H -0.90078 0.23208 -2.55750
H 1.98926 -0.78937 -1.08000
H 0.57457 -1.84132 -1.23402
H 1.69730 0.18901 1.68144
H -1.93586 -0.62684 -0.54711
N -1.71082 0.62894 1.14816
S 0.60722 0.20397 -2.65677
S -0.41574 1.68118 3.33185

Density functional theory data (ωB97M-V/def2-TZVPD) for a structure of composition C5H5NaO.

Lowest unoccupied orbital energy (spin up / spin down) (eV): -4.4193 / -4.7358
Net charge: +1
Multiplicity: 2
⟨S²⟩: 0.810
Energy above the lowest of the compared OMol25 structures with the same formula, charge and spin (kJ/mol): 15.8
HOMO (spin up / spin down) (hartree): -0.4303 / -0.4514

CARTESIAN COORDINATES (ANGSTROEM)
C -1.40017 0.68755 -0.58862
C -0.06151 0.44155 -0.17993
C -1.33037 -0.84394 0.39555
O -1.22310 -1.96201 -0.06455
Na 0.01071 -3.29055 -1.33055
H -1.79868 0.36934 -1.55484
H -1.87389 1.53614 -0.07777
H -1.76366 -0.69961 1.40518
C 1.11460 0.74108 0.23075
C 2.41356 0.94352 0.50778
H 2.82915 0.67561 1.48346
H 3.08336 1.40131 -0.22646

Density functional theory data (ωB97M-V/def2-TZVPD) for a structure of composition C5H5NaO6.

Lowest unoccupied orbital energy (spin up / spin down) (eV): -5.1622 / -7.2700
Net charge: +1
Multiplicity: 2
⟨S²⟩: 0.755
Energy above the lowest of the compared OMol25 structures with the same formula, charge and spin (kJ/mol): 52.1
HOMO (spin up / spin down) (hartree): -0.5219 / -0.5210

CARTESIAN COORDINATES (ANGSTROEM)
C -2.44450 -1.75695 0.31859
C -1.41994 -2.39598 1.25664
O -0.48287 -1.76188 1.68410
O -3.57513 -2.16045 0.29187
H -2.02925 -1.03172 -0.41228
H -1.71368 -3.37151 1.69259
C 1.03096 0.57923 -0.16255
C 0.53301 2.06907 -0.20422
O 0.91898 2.48678 -1.50068
C 1.61485 1.54570 -2.14378
O 1.72922 0.43909 -1.39064
O 2.00448 1.64006 -3.26831
O 1.74887 0.27369 0.88788
H 1.04039 2.67916 0.54999
H -0.55334 2.13356 -0.10330
Na 1.46247 -1.22831 2.67530
H 0.13547 -0.13953 -0.17119

Density functional theory data (ωB97M-V/def2-TZVPD) for a structure of composition C5H5NiO3.

Lowest unoccupied orbital energy (spin up / spin down) (eV): -5.8334 / -7.2669
Net charge: +1
Multiplicity: 3
⟨S²⟩: 2.007
Energy above the lowest of the compared OMol25 structures with the same formula, charge and spin (kJ/mol): 156.7
HOMO (spin up / spin down) (hartree): -0.4904 / -0.4865

CARTESIAN COORDINATES (ANGSTROEM)
O -0.32702 -1.68497 -1.09337
C 0.66131 -0.89266 -1.36694
O 1.68962 -0.86316 -0.42786
Ni -1.50134 -1.08783 0.24011
H 1.02970 -0.93530 -2.40622
O -1.49735 1.63208 2.21979
C -1.34739 1.18104 0.99664
C -0.54902 1.11162 0.02859
C 0.51263 0.94266 -0.88817
C 1.87936 0.56362 -0.31465
H -2.32400 2.12230 2.31679
H 0.49251 1.61077 -1.75478
H 2.71025 0.89477 -0.95234
H 2.06405 0.82158 0.73540

Density functional theory data (ωB97M-V/def2-TZVPD) for a structure of composition C5H5O3V.

Lowest unoccupied orbital energy (spin up / spin down) (eV): -0.3959 / -0.8284
Multiplicity: 5
⟨S²⟩: 6.029
HOMO (spin up / spin down) (hartree): -0.2635 / -0.3226

CARTESIAN COORDINATES (ANGSTROEM)
O -1.13515 -1.39491 -0.45326
C 0.10615 -1.66830 -0.08758
O 0.29905 -1.80047 1.33506
V -1.65693 0.38082 -0.56865
H 0.49580 -2.57709 -0.58932
O 0.08136 3.06635 -0.37923
C -0.07534 1.69180 -0.41055
C 0.93538 0.86744 -0.24686
C 1.31506 -0.53025 -0.09786
C 1.51696 -1.04217 1.33899
H -0.78461 3.47724 -0.34193
H 2.11846 -0.81030 -0.79384
H 2.39627 -1.69438 1.45750
H 1.50645 -0.27920 2.13032

Density functional theory data (ωB97M-V/def2-TZVPD) for an isolated molecule of C5H5P.

Lowest unoccupied orbital energy (eV): 1.1448
SMILES: C1=CC1P1=CC=1
Energy above the lowest of the compared OMol25 structures with the same formula, charge and spin (kJ/mol): 328.8
HOMO (hartree): -0.2949

CARTESIAN COORDINATES (ANGSTROEM)
C 1.35573 0.57021 -0.15227
C 1.79639 0.36619 1.06644
C -1.75472 0.55995 -0.43532
C -1.87209 -0.76235 -0.53636
C 0.77841 -0.61436 0.54520
P -1.04169 -0.30254 1.07802
H 1.37547 1.36209 -0.86552
H 2.65932 0.64600 1.62149
H -1.99667 1.38723 -1.08950
H -2.11973 -1.55098 -1.25858
H 0.81957 -1.66144 0.02640

Density functional theory data (ωB97M-V/def2-TZVPD) for an isolated molecule of C5H6.

Lowest unoccupied orbital energy (eV): 1.1978
SMILES: C#CC1CC1
Energy above the lowest of the compared OMol25 structures with the same formula, charge and spin (kJ/mol): 197.7
HOMO (hartree): -0.3470

CARTESIAN COORDINATES (ANGSTROEM)
C 2.49734 -0.05390 -0.13226
C 1.32172 0.03301 0.19106
C -0.02011 -0.01506 0.57943
C -1.01387 0.77054 -0.18383
C -1.08636 -0.75652 -0.20490
H 3.54858 -0.02848 -0.47961
H -0.15373 -0.13114 1.68479
H -1.81171 1.37562 0.26431
H -0.46969 1.29046 -0.97410
H -0.94058 -1.28497 -1.11162
H -1.87160 -1.19956 0.36673

Density functional theory data (ωB97M-V/def2-TZVPD) for an isolated molecule of C5H6.

Lowest unoccupied orbital energy (eV): 1.0959
SMILES: C#CC(=C)C
Energy above the lowest of the compared OMol25 structures with the same formula, charge and spin (kJ/mol): 152.9
HOMO (hartree): -0.3385

CARTESIAN COORDINATES (ANGSTROEM)
C -0.93584 -0.57945 -0.85175
C 0.23424 -0.18977 0.00959
C 1.31273 -0.95409 0.14480
C 0.08959 1.12721 0.62772
C -0.19529 2.18915 1.16115
H -0.59696 -1.44500 -1.50862
H -1.31119 0.24525 -1.54023
H -1.79061 -0.87636 -0.18522
H 2.16793 -0.68787 0.77917
H 1.41406 -1.88932 -0.37240
H -0.38867 3.06026 1.73579

Density functional theory data (ωB97M-V/def2-TZVPD) for an isolated molecule of C5H6.

Lowest unoccupied orbital energy (eV): 1.1234
SMILES: C#CC1CC1
Energy above the lowest of the compared OMol25 structures with the same formula, charge and spin (kJ/mol): 321.1
HOMO (hartree): -0.3376

CARTESIAN COORDINATES (ANGSTROEM)
C -2.04207 0.12949 -1.57652
C -1.14143 0.10930 -0.81032
C -0.25746 -0.26421 0.27284
C 1.18689 -0.37892 0.02319
C 0.87520 0.69912 0.93765
H -3.00574 0.04105 -2.25807
H -0.44118 -1.04929 0.95068
H 1.58251 -1.19648 0.59158
H 1.27654 -0.27312 -1.08535
H 0.93787 1.76376 0.81675
H 1.02888 0.41930 2.13758

Density functional theory data (ωB97M-V/def2-TZVPD) for a cluster of 29 separate species, C5H69B2ClO29 in total.

Lowest unoccupied orbital energy (eV): -0.8429
HOMO (hartree): -0.3534

CARTESIAN COORDINATES (ANGSTROEM)
C -3.61614 1.21120 -0.00044
C -2.93236 1.22208 -1.51056
B -3.43131 2.51419 -2.38007
O -4.82391 2.44746 -2.91806
B -2.54409 3.85739 -2.75999
C -1.11596 4.28466 -2.01532
Cl -1.40621 4.07124 -0.20328
C 0.01977 3.30334 -2.64218
C 0.90019 2.48794 -1.54421
H -4.67999 0.71050 -0.07848
H -2.93930 0.53996 0.66888
H -3.73018 2.29320 0.42301
H -1.76794 1.13720 -1.40034
H -3.38273 0.27036 -2.04118
H -5.40940 2.34216 -2.11082
H -2.92173 4.59187 -3.59970
H -0.84046 5.38784 -2.31854
H 0.74287 3.86842 -3.36298
H -0.51305 2.48770 -3.30727
H 1.17971 3.08439 -0.59284
H 1.91764 2.21759 -2.06844
H 0.39044 1.45661 -1.31183
O 2.04992 0.48713 0.11617
H 2.98354 0.35619 -0.10331
H 2.04306 0.54237 1.08197
O 1.76583 -1.58280 2.03569
H 2.16601 -2.46001 2.11991
H 0.91869 -1.75286 1.60241
O 2.67728 2.68231 -4.08297
H 3.46374 2.11885 -4.12995
H 1.96410 2.11509 -4.40893
O 0.33100 -3.81033 1.83577
H -0.08381 -3.15758 2.41731
H 0.57305 -4.53437 2.43243
O 0.21356 -5.61686 4.22580
H 0.36228 -5.04522 4.99278
H 0.04475 -6.48779 4.61222
O -4.76939 6.30521 -1.31186
H -4.01004 5.71824 -1.18864
H -4.55504 6.79979 -2.11596
O 4.05026 -3.43949 2.59959
H 4.98369 -3.57033 2.38002
H 4.04268 -3.38327 3.56568
O -1.38622 2.43265 3.14886
H -1.32332 2.88714 2.29732
H -0.78710 2.92490 3.73023
O -0.16877 2.93870 5.49300
H -0.00903 3.47101 6.28483
H -0.33684 2.04909 5.83644
O -0.71011 -6.53219 1.25086
H -1.13692 -5.66582 1.17412
H -0.25479 -6.49335 2.10395
O -2.67847 -0.13913 -4.84632
H -2.73287 -0.83894 -4.17973
H -3.41439 0.45003 -4.62682
O -0.86212 -3.02211 -0.59687
H -0.64431 -3.44954 -1.43699
H -0.27066 -3.44650 0.04334
O 0.04987 -0.05597 5.40029
H 0.19975 -0.99616 5.22742
H -0.22630 0.29926 4.54223
O -6.13243 8.82784 -0.83738
H -5.73008 7.94963 -0.76492
H -6.98341 8.66113 -1.26631
O -2.51342 -3.82873 1.90194
H -2.50237 -3.32952 1.07200
H -3.14177 -3.34542 2.45922
O 4.45326 2.37055 -2.05154
H 4.02485 3.23529 -2.12550
H 4.90967 2.40639 -1.19899
O 2.24225 -6.31160 1.34445
H 2.64211 -7.18854 1.42892
H 1.39225 -6.48212 0.91165
O 4.91410 0.67114 -5.02561
H 5.13397 0.24334 -5.86559
H 5.50291 0.24716 -4.38428
O -5.69803 -0.97020 -1.15036
H -5.54469 -1.91674 -1.28101
H -5.96776 -0.65415 -2.02447
O 2.63239 -1.34586 6.61076
H 2.20727 -0.47601 6.58662
H 3.09994 -1.35467 7.45788
O 4.87820 -0.45811 1.28817
H 5.02514 0.11209 2.05582
H 4.70758 -1.32933 1.67447
O 0.19146 -0.58323 -5.36560
H 0.13749 -0.92101 -6.27047
H -0.71702 -0.65071 -5.03676
O 0.92787 -4.05701 7.52666
H 1.57056 -4.11030 8.24779
H 0.63974 -3.13322 7.53797
O -3.00559 4.02764 -6.52905
H -3.36655 3.57143 -5.75579
H -3.40904 4.90626 -6.49161
O 6.84433 -1.10010 -3.32387
H 6.57481 -1.95832 -3.68071
H 6.63265 -1.16117 -2.38137
O -4.31552 -3.09621 4.02309
H -4.37750 -3.78723 4.69756
H -5.05128 -2.50185 4.22743
O 3.97420 -0.99488 -7.42363
H 3.92795 -1.34298 -8.32519
H 3.06419 -1.05756 -7.10037
O 4.37334 -0.55576 3.93103
H 3.57333 -0.97084 3.57555
H 4.64019 -1.14112 4.65373

Total energy
In order: -1044.5572, -430.6749, -806.9707, -1927.0721, -1363.0360, -534.6646, -194.0052, -194.0222, -193.9582, -2923.6361
Unit: hartree